#one
7 unconnected molecules or ions with the total composition C21H56O7, computed with ωB97M-V/def2-TZVPD.

Its HOMO-LUMO gap is 9.814 eV. As for the structure (SMILES): CC(C)O.CC(C)O.CC(C)O.CC(C)O.CC(C)O.CC(C)O.CC(C)O. The lowest unoccupied orbital energy is 0.403 eV.

Element x y z (Å)
C 1.38 3.48 -2.20
C 1.92 2.24 -2.87
C 3.44 2.08 -2.80
O 1.31 1.11 -2.24
H 1.47 3.37 -1.12
H 0.31 3.57 -2.39
H 1.90 4.39 -2.50
H 1.70 2.22 -3.94
H 3.80 2.06 -1.77
H 3.99 2.82 -3.39
H 3.75 1.10 -3.18
H 1.73 0.32 -2.63
C -2.18 0.51 1.21
C -0.69 0.47 0.86
C -0.26 -0.90 0.40
O -0.48 1.49 -0.11
H -2.52 1.53 1.40
H -2.45 -0.17 2.02
H -2.74 0.23 0.31
H -0.15 0.71 1.78
H -0.63 -1.27 -0.56
H -0.69 -1.57 1.15
H 0.80 -1.17 0.45
H 0.24 1.18 -0.69
C -3.22 3.92 3.51
C -3.17 4.50 4.93
C -3.68 5.95 5.05
O -3.94 3.73 5.86
H -2.25 4.17 3.07
H -3.95 4.44 2.88
H -3.46 2.86 3.45
H -2.11 4.50 5.21
H -3.77 6.28 6.08
H -4.63 6.08 4.52
H -2.97 6.62 4.54
H -4.84 4.04 5.80
C -0.86 -6.34 -0.33
C -1.58 -5.00 -0.62
C -0.75 -4.14 -1.55
O -2.84 -5.34 -1.22
H -1.35 -6.90 0.46
H 0.17 -6.17 -0.01
H -0.81 -6.89 -1.27
H -1.85 -4.50 0.31
H -1.23 -3.17 -1.74
H -0.68 -4.57 -2.56
H 0.25 -3.83 -1.23
H -2.62 -5.63 -2.12
C -3.37 5.59 -0.38
C -2.89 4.16 -0.19
C -2.94 3.37 -1.49
O -1.55 4.20 0.30
H -4.39 5.61 -0.77
H -2.72 6.08 -1.11
H -3.31 6.09 0.59
H -3.43 3.68 0.64
H -3.82 3.56 -2.11
H -2.66 2.32 -1.45
H -2.17 3.84 -2.12
H -1.11 3.35 0.15
C 2.61 -5.48 1.30
C 1.82 -4.18 1.32
C 1.35 -3.79 2.72
O 2.58 -3.10 0.76
H 3.65 -5.33 1.01
H 2.19 -6.09 0.49
H 2.66 -6.13 2.17
H 0.90 -4.21 0.74
H 1.10 -2.73 2.77
H 2.11 -3.81 3.51
H 0.57 -4.49 3.01
H 3.25 -2.79 1.37
C 3.81 -2.43 -4.01
C 4.04 -2.25 -2.54
C 5.25 -1.46 -2.15
O 2.85 -1.49 -2.08
H 2.85 -2.88 -4.23
H 4.58 -3.10 -4.41
H 3.88 -1.46 -4.52
H 4.02 -3.22 -2.03
H 5.32 -0.51 -2.68
H 6.16 -1.99 -2.47
H 5.38 -1.42 -1.07
H 2.64 -1.92 -1.24

#two
7 unconnected molecules or ions with the total composition C21H56O7, computed with ωB97M-V/def2-TZVPD.

Its HOMO-LUMO gap is 10.251 eV. As for the structure (SMILES): CC(C)O.CC(C)O.CC(C)O.CC(C)O.CC(C)O.CC(C)O.CC(C)O. The lowest unoccupied orbital energy is 0.263 eV.

Element x y z (Å)
C 5.81 -0.77 -3.94
C 5.45 -2.24 -4.17
C 4.05 -2.56 -3.65
O 5.45 -2.50 -5.55
H 5.06 -0.10 -4.38
H 6.78 -0.56 -4.37
H 5.84 -0.68 -2.85
H 6.20 -2.87 -3.69
H 3.30 -1.97 -4.18
H 3.94 -2.28 -2.60
H 3.95 -3.64 -3.73
H 5.34 -3.44 -5.68
C -3.54 4.64 4.50
C -2.53 3.93 5.41
C -1.37 4.87 5.75
O -3.16 3.61 6.65
H -4.49 4.11 4.46
H -3.17 4.77 3.48
H -3.71 5.66 4.82
H -2.07 3.04 4.98
H -1.74 5.87 5.99
H -0.80 5.03 4.83
H -0.74 4.45 6.54
H -2.66 2.90 7.04
C -1.58 -0.03 -8.38
C -1.37 -1.54 -8.40
C -2.63 -2.33 -8.84
O -0.40 -1.76 -9.40
H -2.06 0.28 -9.31
H -0.68 0.57 -8.28
H -2.36 0.17 -7.64
H -0.95 -1.89 -7.46
H -3.01 -2.08 -9.84
H -3.47 -2.25 -8.14
H -2.49 -3.41 -8.84
H 0.36 -1.30 -9.02
C -7.07 0.05 -1.00
C -6.41 1.38 -0.52
C -7.37 2.42 -0.02
O -5.47 1.14 0.51
H -7.87 0.23 -1.73
H -7.56 -0.47 -0.18
H -6.28 -0.57 -1.43
H -5.88 1.81 -1.37
H -6.83 3.32 0.27
H -8.03 2.07 0.78
H -7.96 2.66 -0.90
H -4.80 0.52 0.23
C 3.69 2.14 8.00
C 4.23 1.67 6.69
C 3.76 2.50 5.48
O 5.63 1.77 6.77
H 2.60 2.17 8.04
H 4.04 3.15 8.20
H 4.01 1.48 8.80
H 3.87 0.66 6.50
H 4.04 3.55 5.62
H 2.67 2.49 5.42
H 4.20 2.03 4.60
H 5.81 2.70 6.66
C 2.34 -5.94 1.26
C 2.03 -4.89 2.36
C 3.16 -3.80 2.43
O 0.84 -4.19 2.01
H 1.52 -6.62 1.02
H 3.17 -6.54 1.61
H 2.67 -5.45 0.34
H 1.82 -5.27 3.36
H 4.15 -4.21 2.62
H 2.86 -3.00 3.12
H 3.27 -3.41 1.42
H 0.10 -4.70 2.34
C -0.77 0.44 -2.29
C -0.36 -0.12 -0.94
C 0.05 0.93 0.09
O -1.56 -0.86 -0.55
H -1.18 -0.33 -2.95
H 0.05 0.94 -2.82
H -1.60 1.13 -2.21
H 0.47 -0.82 -1.04
H 0.33 0.47 1.04
H -0.67 1.70 0.35
H 0.96 1.45 -0.20
H -1.25 -1.51 0.08

List of relative energies, unit hartree: #one 0.0000; #two 0.0357

#one
2 unconnected molecules or ions with the total composition C3H8NS, computed with ωB97M-V/def2-TZVPD.

Its HOMO-LUMO gap is 6.051 eV. Its total charge is -1. The lowest unoccupied orbital energy is 3.713 eV.

Element x y z (Å)
C -2.56 0.63 2.89
S -1.84 0.20 1.22
H -3.35 1.35 2.72
H -1.81 1.39 3.50
H -2.93 -0.22 3.59
C 1.96 -0.78 -2.71
C 1.17 0.06 -0.58
N 1.96 0.27 -1.56
H 2.17 -1.86 -2.39
H 0.92 -0.84 -3.08
H 2.76 -0.43 -3.33
H 1.27 0.83 0.17
H 0.28 -0.60 -0.43

#two
2 unconnected molecules or ions with the total composition C3H8NS, computed with ωB97M-V/def2-TZVPD.

Its HOMO-LUMO gap is 6.288 eV. Its total charge is -1. The lowest unoccupied orbital energy is 4.072 eV.

Element x y z (Å)
C -0.65 -0.80 1.83
S -2.40 -0.75 1.26
H -0.03 -1.21 1.04
H -0.41 0.14 2.33
H -0.65 -1.57 2.60
C 1.12 -0.32 -1.25
C -0.22 1.59 -1.10
N 0.68 0.97 -1.72
H 0.48 -1.11 -1.61
H 1.18 -0.40 -0.17
H 2.15 -0.48 -1.58
H -0.52 2.57 -1.47
H -0.73 1.35 -0.16

#three
2 unconnected molecules or ions with the total composition C3H8NS, computed with ωB97M-V/def2-TZVPD.

Its HOMO-LUMO gap is 6.308 eV. Its total charge is -1. The lowest unoccupied orbital energy is 4.123 eV.

Element x y z (Å)
C 1.99 0.74 0.85
S 1.75 -0.38 -0.50
H 2.49 0.35 1.79
H 2.72 1.55 0.67
H 1.10 1.25 1.30
C -1.83 1.04 -0.10
C -1.81 -1.21 -0.21
N -2.29 -0.22 0.37
H -1.12 0.99 -0.89
H -1.47 1.66 0.77
H -2.65 1.64 -0.44
H -1.87 -2.29 0.10
H -1.35 -0.89 -1.17

#four
A gas-phase ion, C3H8NS (charge -1), computed with ωB97M-V/def2-TZVPD.

Its HOMO-LUMO gap is 6.179 eV. Its total charge is -1. As for the structure (SMILES): CNCC[S-]. The lowest unoccupied orbital energy is 3.946 eV.

Element x y z (Å)
C -1.37 -0.85 -0.55
N -1.07 0.28 0.32
C 0.31 0.32 0.89
C 1.41 0.41 -0.15
S 3.05 0.69 0.60
H -0.49 -1.21 -1.08
H -2.12 -0.53 -1.27
H -1.79 -1.68 0.03
H -1.17 1.14 -0.21
H 0.31 1.27 1.43
H 0.35 -0.47 1.61
H 1.08 1.15 -0.88
H 1.48 -0.51 -0.74

List of relative energies, unit hartree: #one 0.0547; #two 0.0311; #three 0.0429; #four 0.0000

#one
C4H12N2O in the gas phase, computed with ωB97M-V/def2-TZVPD.

Its HOMO-LUMO gap is 9.814 eV. As for the structure (SMILES): NCNCCCO. The lowest unoccupied orbital energy is 0.935 eV.

Element x y z (Å)
N 2.11 -0.03 2.16
C 1.87 -0.40 0.81
N 0.50 -0.04 0.49
C 0.25 -0.08 -0.97
C -1.18 -0.63 -1.20
C -2.16 0.28 -0.33
O -2.06 1.77 -0.59
H 1.27 -0.15 2.69
H 2.76 -0.71 2.61
H 2.16 -1.40 0.47
H 2.54 0.19 0.12
H 0.34 1.00 0.70
H 1.03 -0.73 -1.61
H 0.41 0.90 -1.39
H -1.07 -1.70 -0.53
H -1.39 -0.40 -2.27
H -1.85 0.32 0.69
H -3.18 -0.05 -0.33
H -2.35 1.85 -1.51

#two
C4H12N2O in the gas phase, computed with ωB97M-V/def2-TZVPD.

Its HOMO-LUMO gap is 9.798 eV. As for the structure (SMILES): C[C@@H](O)[C@@H](N)CN. The lowest unoccupied orbital energy is 0.903 eV.

Element x y z (Å)
C 1.75 0.12 1.32
C 0.78 0.89 0.45
O 1.33 1.14 -0.85
C -0.58 0.23 0.30
N -1.44 1.22 -0.36
C -0.47 -1.06 -0.55
N -1.79 -1.51 -0.97
H 1.23 -0.47 2.07
H 2.40 -0.56 0.75
H 2.47 0.73 1.88
H 0.59 1.84 0.94
H 1.76 1.99 -0.81
H -1.10 -0.04 1.22
H -2.25 0.75 -0.73
H -0.97 1.54 -1.21
H 0.04 -1.81 0.08
H 0.17 -0.82 -1.39
H -2.17 -2.17 -0.30
H -1.77 -2.02 -1.84

List of relative energies, unit hartree: #one 0.0744; #two 0.0000

#one
C4H12N2O in the gas phase, computed with ωB97M-V/def2-TZVPD.

Its HOMO-LUMO gap is 9.364 eV. As for the structure (SMILES): NCNCCCO. The lowest unoccupied orbital energy is 0.977 eV.

Element x y z (Å)
N -0.87 1.96 2.72
C -0.37 2.00 1.32
N -0.64 0.82 0.55
C 0.52 -0.06 0.18
C 0.68 -0.33 -1.28
C -0.01 -1.56 -1.96
O 0.77 -2.69 -1.61
H -1.44 2.76 2.91
H -1.23 1.07 3.06
H -0.79 2.89 0.87
H 0.72 2.10 1.46
H -1.27 0.22 1.05
H 1.38 0.48 0.57
H 0.36 -0.99 0.73
H 0.61 0.59 -1.85
H 1.67 -0.79 -1.40
H -1.04 -1.74 -1.66
H 0.03 -1.32 -3.02
H 0.78 -3.33 -2.32

#two
C4H12N2O in the gas phase, computed with ωB97M-V/def2-TZVPD.

Its HOMO-LUMO gap is 9.723 eV. As for the structure (SMILES): CC(C)(CO)NN. The lowest unoccupied orbital energy is 0.761 eV.

Element x y z (Å)
C -0.93 0.50 -0.98
C 0.04 -0.02 0.11
C 1.48 0.16 -0.40
C -0.18 0.81 1.41
O -0.04 2.21 1.20
N -0.15 -1.44 0.50
N -0.87 -2.26 -0.44
H -0.78 -0.02 -1.94
H -0.76 1.56 -1.18
H -1.97 0.37 -0.68
H 1.69 -0.47 -1.27
H 2.21 -0.09 0.38
H 1.67 1.20 -0.70
H 0.53 0.51 2.19
H -1.19 0.64 1.79
H 0.91 2.40 1.09
H 0.75 -1.87 0.76
H -0.54 -2.15 -1.41
H -1.87 -2.04 -0.44

List of relative energies, unit hartree: #one 0.0063; #two 0.0000

#one
2 unconnected molecules or ions with the total composition C4H12N2O, computed with ωB97M-V/def2-TZVPD.

Its HOMO-LUMO gap is 9.023 eV. As for the structure (SMILES): CCC/N=C\N.O. The lowest unoccupied orbital energy is 0.434 eV.

Element x y z (Å)
C 1.42 1.47 -1.35
C 0.59 0.41 -0.63
C 0.77 -1.07 -1.02
N 0.73 -2.12 0.02
C 0.00 -2.04 1.06
N -0.93 -1.13 1.53
H 2.48 1.16 -1.51
H 1.10 1.48 -2.40
H 1.41 2.40 -0.80
H 0.86 0.59 0.44
H -0.48 0.53 -0.82
H 1.90 -1.25 -1.17
H 0.06 -1.38 -1.81
H 0.31 -2.97 1.66
H -1.14 -1.31 2.50
H -1.21 -0.28 1.07
O -2.27 1.74 0.93
H -3.11 1.82 0.46
H -2.47 1.95 1.84

#two
C4H12N2O in the gas phase, computed with ωB97M-V/def2-TZVPD.

Its HOMO-LUMO gap is 9.802 eV. As for the structure (SMILES): CCN[C@@](C)(N)O. The lowest unoccupied orbital energy is 0.957 eV.

Element x y z (Å)
C -2.52 -0.69 0.35
C -1.33 0.19 0.01
N -0.09 -0.41 0.71
C 1.07 0.14 0.10
C 1.44 -0.58 -1.19
N 1.21 1.56 -0.05
O 2.02 -0.19 1.29
H -3.43 -0.30 -0.10
H -2.35 -1.70 -0.01
H -2.67 -0.74 1.43
H -1.50 1.21 0.37
H -1.21 0.24 -1.08
H -0.10 -0.18 1.70
H 2.46 -0.31 -1.46
H 1.37 -1.66 -1.05
H 0.78 -0.29 -2.00
H 0.82 1.91 -0.91
H 1.06 2.02 0.84
H 2.95 -0.21 1.04

#three
2 unconnected molecules or ions with the total composition C4H12N2O, computed with ωB97M-V/def2-TZVPD.

Its HOMO-LUMO gap is 10.752 eV. As for the structure (SMILES): [H]/N=C\C.CNOC. The lowest unoccupied orbital energy is 1.076 eV.

Element x y z (Å)
H 3.06 -1.25 0.00
N 2.27 -1.20 0.65
C 1.79 0.01 0.71
C 2.38 1.16 -0.04
H 1.04 0.24 1.48
H 1.65 1.45 -0.80
H 2.52 2.02 0.61
H 3.34 0.93 -0.50
C -2.32 -1.77 -0.11
N -1.58 -0.74 0.60
O -0.75 0.00 -0.44
C -1.18 1.35 -0.57
H -2.87 -2.38 0.61
H -1.64 -2.41 -0.69
H -3.04 -1.32 -0.80
H -0.82 -1.21 1.10
H -0.69 1.80 -1.43
H -2.26 1.41 -0.72
H -0.90 1.90 0.34

#four
2 unconnected molecules or ions with the total composition C4H12N2O, computed with ωB97M-V/def2-TZVPD.

Its HOMO-LUMO gap is 9.571 eV. As for the structure (SMILES): CNC(C)=O.CN. The lowest unoccupied orbital energy is 0.591 eV.

Element x y z (Å)
C -0.27 -0.55 2.47
N -0.68 0.19 1.14
C -0.50 1.51 1.04
C -0.57 2.07 -0.40
O -0.49 2.27 2.03
H -1.02 -0.40 3.28
H -0.39 -1.64 2.17
H 0.80 -0.33 2.53
H -0.52 -0.27 0.26
H -0.54 1.15 -1.06
H 0.31 2.70 -0.69
H -1.44 2.71 -0.54
C 1.30 -1.11 -1.85
N -0.06 -1.30 -1.32
H 2.04 -1.21 -1.05
H 1.37 -1.83 -2.74
H 1.41 -0.13 -2.29
H -0.56 -1.54 -2.17
H -0.20 -2.28 -0.78

List of relative energies, unit hartree: #one 0.0332; #two 0.0000; #three 0.0886; #four 0.0163

#one
2 unconnected molecules or ions with the total composition C4H12N2O, computed with ωB97M-V/def2-TZVPD.

Its HOMO-LUMO gap is 10.115 eV. As for the structure (SMILES): C=NCCCN.O. The lowest unoccupied orbital energy is 0.918 eV.

Element x y z (Å)
C -0.30 0.87 -1.38
N -0.82 -0.29 -1.37
C -1.28 -0.80 -0.07
C -1.42 0.16 1.12
C -0.10 0.31 1.91
N 0.42 1.66 2.04
H -0.04 1.32 -2.34
H -0.18 1.48 -0.49
H -2.27 -1.23 -0.26
H -0.57 -1.59 0.17
H -2.19 -0.23 1.80
H -1.86 1.12 0.83
H 0.73 -0.33 1.61
H -0.36 -0.17 2.88
H 1.40 1.71 1.78
H 0.13 2.15 2.85
O 3.22 -2.03 -3.47
H 3.14 -2.48 -4.33
H 2.33 -1.65 -3.28

#two
2 unconnected molecules or ions with the total composition C4H12N2O, computed with ωB97M-V/def2-TZVPD.

Its HOMO-LUMO gap is 8.747 eV. As for the structure (SMILES): CCC/N=C\N.O. The lowest unoccupied orbital energy is 0.891 eV.

Element x y z (Å)
C -2.08 2.24 -0.52
C -0.99 1.19 -0.64
C -0.67 0.67 0.78
N 0.22 -0.50 0.95
C 0.58 -1.64 0.59
N -0.06 -2.62 -0.11
H -1.70 3.25 -0.27
H -2.95 1.83 0.06
H -2.57 2.47 -1.48
H -0.15 1.48 -1.25
H -1.56 0.36 -1.10
H -0.30 1.45 1.43
H -1.61 0.26 1.15
H 1.58 -1.93 0.96
H -1.00 -2.94 0.05
H 0.58 -3.37 -0.34
O 2.74 0.40 -0.56
H 2.26 1.07 -0.08
H 2.83 0.71 -1.47

#three
2 unconnected molecules or ions with the total composition C4H12N2O, computed with ωB97M-V/def2-TZVPD.

Its HOMO-LUMO gap is 8.763 eV. As for the structure (SMILES): CC/C(N)=C\N.O. The lowest unoccupied orbital energy is 0.721 eV.

Element x y z (Å)
C 1.69 -1.54 1.57
C 0.41 -0.80 1.21
C 0.36 0.00 -0.08
N 1.04 1.24 0.06
C -0.71 -0.20 -0.93
N -1.42 -1.39 -0.74
H 1.52 -2.64 1.61
H 2.54 -1.33 0.85
H 2.05 -1.22 2.51
H -0.40 -1.47 1.47
H 0.17 0.04 2.06
H 0.34 1.88 0.40
H 1.69 1.17 0.95
H -1.03 0.61 -1.60
H -2.42 -1.45 -0.96
H -0.89 -2.15 -1.23
O -1.95 3.16 -2.61
H -1.32 2.49 -2.78
H -1.67 3.60 -1.76

List of relative energies, unit hartree: #one 0.0000; #two 0.0126; #three 0.0220

#one
A molecular structure, C4H12N2O, computed with ωB97M-V/def2-TZVPD.

Its HOMO-LUMO gap is 10.103 eV. The lowest unoccupied orbital energy is 0.728 eV.

Element x y z (Å)
N 0.31 -0.03 1.74
C -0.22 1.61 1.12
C -0.44 1.57 -0.41
N 0.27 0.55 -1.16
C -0.49 -0.78 -1.10
C 0.51 -1.94 -1.09
O 0.40 -2.70 0.12
H 0.89 0.43 2.45
H -0.60 0.44 1.64
H 0.70 2.09 1.37
H -1.00 2.20 1.60
H -1.51 1.44 -0.56
H -0.16 2.57 -0.73
H 1.04 0.35 -0.52
H -1.05 -0.82 -0.19
H -1.03 -0.68 -2.05
H 0.27 -2.73 -1.81
H 1.48 -1.47 -1.25
H 0.60 -2.11 0.83

#two
C4H12N2O in the gas phase, computed with ωB97M-V/def2-TZVPD.

Its HOMO-LUMO gap is 9.020 eV. As for the structure (SMILES): NCCNCCO. The lowest unoccupied orbital energy is 0.960 eV.

Element x y z (Å)
N 2.33 -0.38 -0.25
C 1.61 0.46 0.81
C 0.74 1.44 0.07
N -0.36 0.77 -0.63
C -1.65 0.01 -0.52
C -1.48 -1.32 0.19
O -2.79 -1.94 0.21
H 3.00 0.18 -0.77
H 2.99 -0.98 0.25
H 2.41 1.03 1.30
H 1.26 -0.29 1.52
H 0.27 2.07 0.84
H 1.31 2.13 -0.54
H -0.27 0.95 -1.62
H -2.26 0.63 0.14
H -1.90 -0.18 -1.57
H -0.68 -1.94 -0.23
H -1.23 -1.18 1.24
H -3.31 -1.46 -0.43

#three
2 unconnected molecules or ions with the total composition C4H12N2O, computed with ωB97M-V/def2-TZVPD.

Its HOMO-LUMO gap is 9.319 eV. As for the structure (SMILES): C=C(N)CCN.O. The lowest unoccupied orbital energy is 0.715 eV.

Element x y z (Å)
C 0.84 0.81 -0.22
C -0.12 0.05 0.33
N -1.50 0.47 0.24
C 0.09 -1.15 1.19
C -0.04 -2.45 0.21
N 0.68 -2.36 -1.03
H 0.68 1.30 -1.16
H 1.85 0.87 0.18
H -1.44 1.48 0.09
H -2.01 0.11 -0.57
H -0.62 -1.25 2.01
H 1.12 -1.20 1.56
H -1.09 -2.55 -0.04
H 0.39 -3.24 0.82
H 1.69 -2.30 -1.02
H 0.34 -1.58 -1.57
O -0.36 4.02 -0.61
H 0.45 4.49 -0.42
H -0.94 4.46 0.02

List of relative energies, unit hartree: #one 0.1138; #two 0.0277; #three 0.0000